Formula: C3H10NS
Source: the Open Molecules 2025 dataset
Level of theory: ωB97M-V with the def2-TZVPD basis set

```
15
Properties=species:S:1:pos:R:3
S -2.05710 -0.02980 -0.54713
N 0.79643 -1.90719 -0.14889
C -1.79258 1.25065 0.70990
C 1.60466 -1.28150 -1.17975
C -0.30202 1.59264 0.97770
H -2.23880 0.91307 1.64006
H 1.60684 -1.80280 -2.14788
H 1.21862 -0.28311 -1.38884
H 0.17461 0.83845 1.60475
H 2.65588 -1.18981 -0.89141
H 0.22945 1.62071 0.02719
H -0.22631 2.55194 1.50664
H -0.16688 -1.55689 -0.25461
H -2.26461 2.19263 0.41403
H 0.76183 -2.90898 -0.32176
```

Summary:
Net charge: -1
HOMO energy in eV: -2.41
F_max in eV/A: 0.83
HOMO-LUMO gap in eV: 6.6
Spin multiplicity: 1
Relative energy (zero: lowest compared OMol25 entry of this formula, charge and spin) in kcal/mol: 15.37
Total energy in Ha: -573.25762